Record 1
{
  "formula": "C5H6N2O2",
  "method": "ωB97M-V/def2-TZVPD",
  "gap_ev": 9.325,
  "relative_energy_kcal_mol": 63.0,
  "species": ["O", "O", "N", "N", "C", "C", "C", "C", "C", "H", "H", "H", "H", "H", "H"],
  "xyz": [[1.784841, 2.415651, 0.132483], [-0.701248, 1.866520, 0.689520], [1.219692, 1.154528, -0.088369], [2.007710, 0.315852, -0.664325], [1.649002, -0.904569, -0.779345], [-0.548831, -0.468202, 0.066363], [-1.968361, -0.676718, 0.367382], [0.329654, -1.371471, -0.389709], [-0.074192, 0.916221, 0.263783], [-0.032114, -2.467213, -0.487986], [2.337645, -1.564030, -1.215943], [1.048779, 2.857816, 0.776624], [-2.624356, -0.766838, -0.543565], [-2.207883, 0.225432, 0.915648], [-2.220339, -1.532980, 0.957439]],
  "forces_ev_per_angstrom": [[-2.679, 0.449, 1.736], [-1.070, 0.764, 0.858], [0.333, 0.171, -0.011], [1.771, 0.456, 0.010], [-2.128, -1.019, 0.423], [0.650, 0.789, -0.182], [-1.219, 0.509, -0.626], [0.317, -1.578, -0.448], [0.073, -0.145, -0.353], [1.020, 1.935, -0.018], [0.882, -0.689, -0.563], [1.885, -1.452, -2.108], [0.781, 0.395, 0.679], [-0.884, 0.035, 0.118], [0.269, -0.620, 0.485]],
  "lowdin_charge": [0.035, 0.046, -0.128, 0.111, -0.122, -0.201, -0.038, 0.003, -0.391, 0.151, 0.089, 0.180, 0.115, 0.073, 0.077]
}


Record 2
{
  "formula": "C5H6N2O2S",
  "method": "ωB97M-V/def2-TZVPD",
  "gap_ev": 9.736,
  "relative_energy_kcal_mol": 47.9,
  "species": ["S", "O", "O", "N", "N", "C", "C", "C", "C", "C", "H", "H", "H", "H", "H", "H"],
  "xyz": [[0.407597, -1.504474, -0.153426], [1.910584, 1.909438, -0.006855], [-0.834736, 2.501888, 0.015599], [-2.274873, 0.671388, 0.068903], [0.420228, 0.098803, -0.026959], [-2.795671, -0.602341, 0.327283], [2.623279, -0.342744, -0.265112], [2.100220, -1.572847, -0.336469], [1.592159, 0.613700, -0.042019], [-1.434403, 1.488934, 0.054217], [-3.982843, -0.536708, 0.521573], [1.078725, 2.375553, -0.163110], [3.764036, -0.267645, -0.304529], [-2.495377, -1.101907, 1.241980], [-2.743476, -1.252322, -0.495622], [2.664558, -2.478718, -0.435455]],
  "forces_ev_per_angstrom": [[0.418, -0.909, -0.277], [-0.502, -0.096, 0.007], [0.615, 0.435, -0.123], [-0.959, -0.510, 0.098], [-1.313, 1.138, 0.592], [-3.861, 0.266, 1.500], [2.727, -0.324, 0.298], [-0.239, -0.937, 0.117], [2.197, -0.308, -0.898], [-0.449, 0.850, 0.132], [2.452, 0.208, -0.548], [-0.367, 0.556, 0.262], [-1.978, 0.611, 0.038], [0.794, 0.185, 0.067], [0.499, -0.849, -1.161], [-0.034, -0.316, -0.105]],
  "lowdin_charge": [1.005, 0.101, 0.105, 0.077, -0.285, -0.143, -0.106, -0.397, -0.510, -0.384, 0.127, 0.078, 0.146, 0.071, 0.045, 0.069]
}


Record 3
{
  "formula": "C5H6N2O2S",
  "method": "ωB97M-V/def2-TZVPD",
  "gap_ev": 9.370,
  "relative_energy_kcal_mol": 140.2,
  "species": ["S", "O", "O", "N", "N", "C", "C", "C", "C", "C", "H", "H", "H", "H", "H", "H"],
  "xyz": [[-2.789202, 0.418155, -0.809770], [0.728401, -1.966407, -1.052583], [1.217812, -0.101920, 0.281307], [2.533062, -0.484022, -0.449142], [-1.364980, 0.414597, 1.196369], [-1.247020, 0.736158, -0.126887], [3.169717, 0.379004, -1.407631], [-3.486574, 0.078153, 0.712260], [-2.582024, 0.064734, 1.679290], [1.318437, -1.108843, -0.531295], [2.607461, 1.039039, -1.998146], [4.055217, 0.876228, -0.903033], [-0.551694, 0.545337, 1.746007], [-4.508622, -0.276461, 1.020507], [-2.549540, -0.275358, 2.740015], [3.449555, -0.338400, -2.097273]],
  "forces_ev_per_angstrom": [[0.282, 0.572, 0.505], [-1.036, -1.296, -0.405], [-0.084, 0.857, 0.894], [0.820, -0.696, 0.922], [0.739, 1.064, -2.513], [-0.199, -0.335, 0.237], [0.847, 0.698, 2.213], [-3.223, -1.583, 1.212], [1.146, -0.498, 1.939], [1.035, 1.059, -0.865], [-1.332, 1.261, -0.235], [-1.115, -0.559, -0.846], [0.600, -0.031, 0.675], [0.965, 0.543, -1.161], [-0.866, 0.450, -1.029], [1.421, -1.504, -1.544]],
  "lowdin_charge": [0.947, 0.182, 0.083, 0.066, -0.109, -0.398, -0.042, -0.458, -0.242, -0.630, 0.078, 0.115, 0.107, 0.091, 0.137, 0.073]
}


Record 4
{
  "formula": "C5H6N2O3",
  "method": "ωB97M-V/def2-TZVPD",
  "gap_ev": 10.308,
  "relative_energy_kcal_mol": 54.5,
  "species": ["O", "O", "O", "N", "N", "C", "C", "C", "C", "C", "H", "H", "H", "H", "H", "H"],
  "xyz": [[2.571458, 1.352050, 1.391628], [-2.077531, -2.451071, -1.498814], [-2.621391, -1.760079, 0.570467], [0.068998, -0.645473, -1.533248], [0.995910, 0.307638, -1.292288], [-0.396361, 0.122505, 0.473344], [0.727506, 0.823696, -0.089447], [-1.888763, -1.710257, -0.606067], [-0.785653, -0.804621, -0.458818], [1.574885, 1.887134, 0.494039], [2.068795, 0.959636, 2.326422], [-0.848299, 0.523021, 1.555264], [1.065307, 2.677293, 0.966919], [2.244363, 2.195237, -0.436091], [0.453909, -1.069202, -2.289842], [-3.153133, -2.407505, 0.426531]],
  "forces_ev_per_angstrom": [[-2.367, -1.587, 3.995], [-0.540, -1.039, -1.907], [5.767, 6.604, 0.163], [0.774, 3.242, 3.174], [-0.492, 0.588, 1.110], [-0.306, 2.510, 3.022], [-1.360, -1.575, -0.411], [-0.109, 0.081, 3.387], [1.081, 0.785, -1.279], [3.155, -1.166, -2.238], [2.053, 1.747, -4.186], [0.910, -1.751, -3.329], [-0.786, 1.108, 0.228], [-1.492, 0.066, 2.029], [-0.378, -2.892, -2.702], [-5.911, -6.721, -1.057]],
  "lowdin_charge": [-0.148, 0.163, 0.159, 0.077, 0.104, 0.044, -0.293, -0.465, -0.175, -0.229, 0.196, 0.187, 0.093, 0.159, 0.123, 0.005]
}


Record 5
{
  "formula": "C5H6N2OS",
  "method": "ωB97M-V/def2-TZVPD",
  "gap_ev": 9.149,
  "relative_energy_kcal_mol": 72.1,
  "species": ["S", "O", "N", "N", "C", "C", "C", "C", "C", "H", "H", "H", "H", "H", "H"],
  "xyz": [[-1.831694, -0.986913, -0.545565], [-2.878035, -0.210160, 0.074252], [0.049076, -1.493907, 1.863086], [0.472785, -0.003705, 0.109431], [0.144556, 0.911552, -0.957464], [-0.444265, -0.910772, 0.468238], [-0.878660, 0.253449, -1.799339], [1.492173, 0.024658, 1.042649], [1.182594, -0.886799, 2.037322], [-1.741413, 0.840218, -2.017034], [-0.598810, -0.419470, -2.580948], [-0.239672, 1.826323, -0.443547], [1.737176, -0.955270, 2.949927], [2.381652, 0.675295, 1.214095], [1.152538, 1.335501, -1.415103]],
  "forces_ev_per_angstrom": [[0.972, -0.459, -1.677], [-1.645, 1.034, 0.751], [-3.746, 0.111, -4.819], [1.678, -0.340, 1.745], [2.513, 2.671, 0.165], [3.371, -1.383, 5.098], [-1.287, -1.777, 1.610], [0.911, 0.747, 0.324], [0.047, 1.378, -0.820], [-0.304, 0.641, -0.585], [0.559, -0.007, -0.616], [-0.134, -0.669, -0.520], [0.262, -0.435, 0.300], [-1.125, -0.185, -1.328], [-2.072, -1.327, 0.372]],
  "lowdin_charge": [0.945, -0.510, 0.097, -0.135, -0.193, -0.370, -0.199, -0.075, -0.244, 0.072, 0.074, 0.142, 0.100, 0.126, 0.170]
}


Record 6
{
  "formula": "C5H6N2OS",
  "method": "ωB97M-V/def2-TZVPD",
  "gap_ev": [6.934, 6.833],
  "relative_energy_kcal_mol": 113.6,
  "species": ["S", "O", "N", "N", "C", "C", "C", "C", "C", "H", "H", "H", "H", "H", "H"],
  "xyz": [[-2.450508, 1.741133, 0.331719], [-1.042710, -2.233382, 0.984534], [-3.565364, 2.835608, 0.288592], [0.215884, 0.477771, -0.362509], [-0.008274, -0.682757, -0.390192], [-0.050289, -1.887127, 0.322154], [-1.095040, 2.531325, -0.341795], [1.146340, -2.822215, -0.007002], [0.049663, 1.764655, -0.473422], [-0.967968, 3.585869, -0.604819], [0.945637, 2.300688, -0.924960], [2.173459, -2.373334, -0.355873], [1.175101, -3.476230, 0.861018], [0.885311, -3.576547, -0.899058], [-4.341423, 2.310315, 0.620745]],
  "forces_ev_per_angstrom": [[1.436, 0.855, -0.782], [1.498, 0.414, -0.785], [-0.109, 0.484, -0.174], [-0.530, 1.041, 0.365], [-0.569, -0.370, -0.134], [-0.002, -1.788, -0.057], [0.142, -1.303, 0.778], [0.117, -1.235, -1.962], [2.539, 1.840, -1.951], [-0.756, -0.405, 0.309], [-1.078, -0.746, 0.853], [-2.106, -0.471, 1.146], [0.691, 0.006, 0.109], [0.158, 1.814, 1.799], [-1.430, -0.136, 0.485]],
  "lowdin_charge": [0.916, 0.037, -0.387, 0.090, 0.047, -0.477, -0.381, -0.040, -0.261, 0.087, 0.139, 0.109, 0.062, 0.122, -0.063]
}


Copy entry 1 word for word.
{
  "formula": "C5H6N2O2",
  "method": "ωB97M-V/def2-TZVPD",
  "gap_ev": 9.325,
  "relative_energy_kcal_mol": 63.0,
  "species": ["O", "O", "N", "N", "C", "C", "C", "C", "C", "H", "H", "H", "H", "H", "H"],
  "xyz": [[1.784841, 2.415651, 0.132483], [-0.701248, 1.866520, 0.689520], [1.219692, 1.154528, -0.088369], [2.007710, 0.315852, -0.664325], [1.649002, -0.904569, -0.779345], [-0.548831, -0.468202, 0.066363], [-1.968361, -0.676718, 0.367382], [0.329654, -1.371471, -0.389709], [-0.074192, 0.916221, 0.263783], [-0.032114, -2.467213, -0.487986], [2.337645, -1.564030, -1.215943], [1.048779, 2.857816, 0.776624], [-2.624356, -0.766838, -0.543565], [-2.207883, 0.225432, 0.915648], [-2.220339, -1.532980, 0.957439]],
  "forces_ev_per_angstrom": [[-2.679, 0.449, 1.736], [-1.070, 0.764, 0.858], [0.333, 0.171, -0.011], [1.771, 0.456, 0.010], [-2.128, -1.019, 0.423], [0.650, 0.789, -0.182], [-1.219, 0.509, -0.626], [0.317, -1.578, -0.448], [0.073, -0.145, -0.353], [1.020, 1.935, -0.018], [0.882, -0.689, -0.563], [1.885, -1.452, -2.108], [0.781, 0.395, 0.679], [-0.884, 0.035, 0.118], [0.269, -0.620, 0.485]],
  "lowdin_charge": [0.035, 0.046, -0.128, 0.111, -0.122, -0.201, -0.038, 0.003, -0.391, 0.151, 0.089, 0.180, 0.115, 0.073, 0.077]
}


Repeat the fifth record exactly.
{
  "formula": "C5H6N2OS",
  "method": "ωB97M-V/def2-TZVPD",
  "gap_ev": 9.149,
  "relative_energy_kcal_mol": 72.1,
  "species": ["S", "O", "N", "N", "C", "C", "C", "C", "C", "H", "H", "H", "H", "H", "H"],
  "xyz": [[-1.831694, -0.986913, -0.545565], [-2.878035, -0.210160, 0.074252], [0.049076, -1.493907, 1.863086], [0.472785, -0.003705, 0.109431], [0.144556, 0.911552, -0.957464], [-0.444265, -0.910772, 0.468238], [-0.878660, 0.253449, -1.799339], [1.492173, 0.024658, 1.042649], [1.182594, -0.886799, 2.037322], [-1.741413, 0.840218, -2.017034], [-0.598810, -0.419470, -2.580948], [-0.239672, 1.826323, -0.443547], [1.737176, -0.955270, 2.949927], [2.381652, 0.675295, 1.214095], [1.152538, 1.335501, -1.415103]],
  "forces_ev_per_angstrom": [[0.972, -0.459, -1.677], [-1.645, 1.034, 0.751], [-3.746, 0.111, -4.819], [1.678, -0.340, 1.745], [2.513, 2.671, 0.165], [3.371, -1.383, 5.098], [-1.287, -1.777, 1.610], [0.911, 0.747, 0.324], [0.047, 1.378, -0.820], [-0.304, 0.641, -0.585], [0.559, -0.007, -0.616], [-0.134, -0.669, -0.520], [0.262, -0.435, 0.300], [-1.125, -0.185, -1.328], [-2.072, -1.327, 0.372]],
  "lowdin_charge": [0.945, -0.510, 0.097, -0.135, -0.193, -0.370, -0.199, -0.075, -0.244, 0.072, 0.074, 0.142, 0.100, 0.126, 0.170]
}